1.
{
  "formula": "C19H16ClKN2O5S",
  "method": "wB97M-V/def2-TZVPD",
  "species": ["C", "C", "C", "C", "Cl", "C", "H", "K", "H", "C", "H", "H", "C", "H", "O", "C", "O", "H", "C", "N", "H", "H", "S", "H", "O", "H", "H", "C", "H", "H", "C", "C", "O", "H", "H", "H", "N", "C", "O", "C", "C", "C", "C", "C", "C"],
  "coordinates": [[-0.73660, 4.12740, 2.85730], [-0.56970, 1.74370, 2.87610], [5.75380, 0.86350, 0.03730], [1.30530, -5.52240, -0.00580], [4.33340, -4.49080, 0.55680], [6.18600, -0.44920, 0.01880], [-4.00760, 5.06470, 2.72250], [-1.52090, -0.92270, 0.54920], [-0.53980, -4.91830, 0.16920], [3.91620, -1.23210, 0.00680], [0.58560, -0.89890, 5.09860], [-3.78780, 2.70680, 2.58440], [-2.12060, 4.04460, 2.71990], [-2.80290, 5.75440, 1.64020], [0.03040, -5.75360, 0.23000], [0.94260, -2.94300, -0.47640], [2.12500, -6.40660, -0.07420], [1.11910, 3.05680, 3.02180], [-2.71390, 2.78840, 2.66980], [1.69360, -1.86500, -0.42670], [-0.27000, 5.09950, 2.91410], [0.67720, 0.86570, 5.32570], [0.40410, 0.22040, 2.99930], [2.41510, 0.28650, 0.07130], [-0.47780, -0.82360, 2.44930], [5.64630, -2.50920, -0.02740], [4.04180, 2.14540, 0.08240], [-2.94930, 5.28650, 2.61360], [7.24280, -0.66630, -0.00030], [-0.89360, 0.07700, 5.01530], [3.47750, 0.09130, 0.06050], [0.04390, 2.98530, 2.92510], [-1.28990, -3.55220, -0.09680], [6.46800, 1.67320, 0.01370], [-2.40810, 0.66530, 2.74740], [-2.66350, 6.01100, 3.37340], [2.93720, -2.23870, -0.08920], [4.39360, 1.12610, 0.06820], [-0.89250, -1.78970, -1.37040], [5.28160, -1.49770, 0.00090], [2.97770, -3.59210, 0.07490], [1.70130, -4.09180, -0.14210], [-1.94370, 1.64340, 2.75160], [0.17080, 0.05950, 4.81130], [-0.52880, -2.77470, -0.71890]],
  "homo_energy_ev": -8.68,
  "gap_ev": 8.50,
  "total_energy_ha": -2677.67903,
  "molar_mass_g_mol": 459.0,
  "charge": 0,
  "e_above_lowest_kj_mol": 130.9
}


2.
{
  "formula": "C19H16F6N2O5",
  "method": "wB97M-V/def2-TZVPD",
  "species": ["O", "C", "H", "C", "O", "H", "H", "O", "H", "F", "F", "C", "H", "F", "N", "C", "F", "C", "F", "H", "F", "O", "C", "H", "H", "C", "C", "H", "C", "C", "C", "C", "C", "H", "H", "H", "H", "N", "H", "C", "C", "O", "H", "H", "C", "C", "C", "C"],
  "coordinates": [[-7.81973, 0.68204, -0.71694], [-5.66853, -0.42256, -1.05983], [5.73438, 0.04101, 1.18554], [2.79480, -3.84297, -0.31966], [-1.90151, 2.31664, 1.52717], [1.03043, -4.05994, 0.86789], [0.35778, 1.60456, 1.48263], [4.55665, 2.36823, 0.22573], [0.94951, -2.75776, -0.36583], [6.70505, 0.76645, -1.05525], [3.71849, -4.30464, 0.53190], [6.69750, 2.09659, -0.91563], [-8.36443, -1.28705, -1.08648], [3.41586, -2.96007, -1.11611], [-0.19761, 0.96086, 0.93285], [-3.73195, 0.55949, -0.00778], [2.43146, -4.87240, -1.09796], [-4.53800, 1.56203, 0.52658], [6.19392, 2.60733, -2.03935], [-9.51550, -0.00093, -1.52337], [7.98124, 2.48249, -0.84294], [-0.13228, -0.93552, -0.31893], [-8.46391, -0.28306, -1.51191], [-6.08129, -1.20359, -1.67822], [-4.09952, 2.33046, 1.14050], [1.57877, -3.24391, 0.39081], [2.62455, 1.08261, 0.31700], [2.12764, 1.95679, -0.07457], [1.91346, -0.07916, 0.58032], [0.43647, -0.08642, 0.34517], [3.96371, -1.11804, 1.28582], [4.67027, 0.03961, 1.01588], [-1.57918, 1.32395, 0.92012], [-3.69097, -1.20683, -1.21641], [6.07459, 3.65718, 0.38914], [-8.07907, -0.28249, -2.53698], [-6.52619, 2.33577, 0.67389], [-2.34978, 0.48603, 0.20967], [-1.87004, -0.29980, -0.22897], [-4.31033, -0.42610, -0.79855], [2.59706, -1.20266, 1.06087], [1.94242, -2.36675, 1.42659], [6.37899, 2.09932, 1.21203], [4.47657, -1.98268, 1.67715], [5.93370, 2.57292, 0.32932], [-6.47520, 0.57774, -0.52752], [-5.89073, 1.56582, 0.26684], [4.00050, 1.14940, 0.51776]],
  "homo_energy_ev": -8.03,
  "smiles": "COc1ccc(NC(=O)NC(=O)c2cc(OCC(F)(F)F)ccc2OCC(F)(F)F)cc1",
  "gap_ev": 8.29,
  "total_energy_ha": -1818.60494,
  "molar_mass_g_mol": 466.3,
  "charge": 0
}


3.
{
  "formula": "C19H16FNO4",
  "method": "wB97M-V/def2-TZVPD",
  "species": ["C", "C", "H", "O", "C", "C", "C", "H", "O", "H", "N", "H", "H", "C", "F", "H", "C", "C", "H", "H", "H", "H", "O", "C", "C", "H", "C", "H", "C", "H", "H", "H", "C", "C", "C", "H", "C", "C", "O", "C", "C"],
  "coordinates": [[2.94854, -0.45815, 0.35939], [-0.99073, 4.85456, -2.10125], [-1.83936, 4.35107, -1.64783], [-0.38576, 0.52819, -1.36311], [-0.69573, 1.80281, -1.07541], [-2.76422, -4.39896, 3.30064], [3.53755, 0.79485, -2.04202], [1.47916, 1.07630, 0.62824], [-1.91747, -2.01425, 0.69662], [-1.37315, -0.06568, 1.13957], [2.35754, 3.53787, -2.12727], [-3.41504, -5.25450, 3.38617], [-0.46675, -1.32805, 2.91136], [0.21121, 4.00537, -1.96058], [-3.46559, -4.13958, 1.07165], [5.02057, -0.72168, -2.29424], [0.36777, 2.71507, -1.50371], [-1.16628, -2.86865, 4.20811], [3.76115, 1.29772, -2.96983], [2.73100, -0.94007, 1.30204], [-0.82606, 5.81242, -1.61142], [-2.02200, -4.49598, 5.30454], [-1.73135, 2.14833, -0.56177], [4.23873, -0.33342, -1.65862], [-1.10157, -0.89123, 0.46743], [-2.34354, -0.09047, -1.11015], [2.24001, 0.66609, -0.02064], [4.48971, -1.84705, -0.16472], [1.77548, 2.47869, -1.63108], [-0.04070, -1.14277, 0.60796], [-1.19436, 5.04712, -3.15388], [-1.15255, -1.31569, -1.64883], [-2.70781, -3.71776, 2.10483], [2.52362, 1.29304, -1.23059], [-1.88595, -2.59851, 1.92331], [-0.55687, -2.52729, 5.03089], [-1.98493, -3.97006, 4.36390], [3.94246, -0.96479, -0.46195], [1.40099, 4.47695, -2.33926], [-1.11325, -2.18606, 3.00234], [-1.32325, -0.46663, -0.98545]],
  "homo_energy_ev": -8.81,
  "smiles": "Cc1onc(-c2ccccc2)c1C(=O)OCCOc1ccccc1F",
  "gap_ev": 9.47,
  "total_energy_ha": -1189.17389,
  "molar_mass_g_mol": 341.3,
  "charge": 0,
  "e_above_lowest_kj_mol": 0.0
}


4.
{
  "formula": "C19H16IN6O2Se2V",
  "method": "wB97M-V/def2-TZVPD",
  "species": ["C", "N", "C", "H", "N", "H", "H", "H", "C", "C", "O", "H", "N", "Se", "C", "H", "C", "V", "C", "C", "C", "I", "C", "C", "H", "C", "H", "H", "C", "C", "Se", "C", "H", "H", "N", "N", "N", "H", "H", "H", "C", "C", "O", "C", "H", "C", "H"],
  "coordinates": [[4.78646, -0.24005, 3.62728], [-1.90744, -1.46323, 0.26057], [-3.86137, 2.87348, -0.89767], [-2.95618, 1.30251, -1.99576], [1.69426, -0.13007, 1.58249], [0.03504, -0.44647, -5.38577], [-4.59966, 3.20799, -1.60626], [6.76677, -0.68794, 2.92806], [-2.88710, -1.33111, 1.16482], [-3.20790, -3.68544, 1.30565], [-0.34129, 0.38884, 1.95098], [3.65960, -0.75666, -0.02575], [-3.00859, 1.86844, -1.16505], [-0.18315, -2.88446, -1.43494], [5.72578, -0.57284, 2.65839], [6.05015, -1.01960, 0.58629], [-2.51610, 2.49557, 0.81026], [-0.56869, 0.17695, -0.07469], [-3.57588, 3.30396, 0.37667], [-3.55755, -2.40876, 1.71048], [-1.59377, -2.70020, -0.14272], [-4.50051, 4.82025, 1.42385], [3.99131, -0.61353, 0.99114], [-0.29572, -0.19275, -3.28793], [-3.70709, -4.55320, 1.71522], [5.32497, -0.75854, 1.34510], [-1.99251, 2.50175, 1.75308], [2.71735, 0.16918, 4.03797], [0.99570, 2.19612, -3.51731], [0.16907, 0.20533, -4.53397], [-1.25623, -1.85670, -3.20381], [0.51176, 1.72106, -2.31695], [1.50658, 3.14714, -3.55778], [0.64064, 2.29787, -1.40696], [0.83070, 0.20186, 2.44343], [-0.14019, 0.55268, -2.18855], [-2.18114, 1.62375, -0.13713], [1.18576, 1.75435, -5.61377], [-3.11345, -0.31873, 1.47204], [5.09602, -0.09508, 4.65331], [3.07133, -0.27849, 1.96950], [0.81477, 1.42352, -4.65305], [1.38458, -0.26111, 0.30050], [3.45339, -0.09008, 3.29177], [-1.91744, -4.80813, -0.01170], [-2.21087, -3.83449, 0.35316], [-4.33218, -2.24500, 2.44552]],
  "homo_energy_ev": [-10.30, -11.16],
  "gap_ev": [7.03, 7.78],
  "multiplicity": 4,
  "total_energy_ha": -7256.98883,
  "molar_mass_g_mol": 696.1,
  "charge": 1,
  "e_above_lowest_kj_mol": 0.0
}


5.
{
  "formula": "C19H16N5O4PdS2",
  "method": "wB97M-V/def2-TZVPD",
  "species": ["C", "O", "C", "C", "H", "H", "C", "C", "H", "O", "S", "H", "H", "O", "N", "O", "C", "C", "H", "H", "C", "C", "H", "N", "H", "H", "N", "C", "N", "H", "H", "C", "C", "C", "C", "H", "C", "C", "N", "H", "H", "C", "Pd", "S", "C", "H", "C"],
  "coordinates": [[-2.20269, -5.15834, -2.34078], [-1.74401, -1.37476, 3.01751], [4.60849, -2.21650, -0.56227], [-0.09743, 0.33676, 7.02276], [4.97741, -2.74736, -1.43773], [2.86834, 0.58376, 5.35184], [-0.90187, -4.87650, -1.89347], [1.80792, 0.46909, 5.53619], [-1.55293, 3.48643, -0.52038], [2.44751, 0.31968, 2.60649], [-1.17765, -0.05027, 3.09386], [-4.16538, -4.39398, -2.79601], [-4.99603, 0.88065, -1.83470], [-2.08725, 1.04872, 2.87164], [-1.36268, -1.24081, -1.38354], [2.97707, -1.21443, -1.98090], [-3.16203, -4.16866, -2.45684], [-2.77156, -2.88042, -2.10898], [5.27692, -1.37653, -0.36722], [-4.40336, -1.51100, -2.29390], [-2.53209, -0.73372, -1.64223], [-0.40811, 0.14865, 4.68314], [-2.02715, 0.04090, 6.09330], [0.18334, 0.09203, 2.23500], [1.92468, 0.62457, 7.67317], [-2.46313, -6.17783, -2.59663], [2.34166, -1.72044, 0.14791], [-2.83955, 0.67595, -1.43836], [-1.79918, 1.47773, -1.03704], [-0.18875, -5.68678, -1.81259], [0.47336, -3.35188, -1.19147], [1.28781, 0.24477, 2.99760], [3.22716, -1.65747, -0.87108], [-0.96161, 0.16150, 5.94762], [0.94410, 0.29774, 4.46965], [-0.49212, 0.35528, 8.03136], [-1.47428, -2.58857, -1.66552], [-2.20086, 2.69123, -0.85570], [-3.43382, -1.66849, -2.09221], [1.50720, -1.09395, 0.17466], [2.71640, -1.89501, 1.06679], [-4.04309, 1.29975, -1.55762], [-0.11583, 0.16689, 0.09617], [-3.87959, 2.95081, -1.14429], [1.27269, 0.48906, 6.81865], [4.61849, -2.87708, 0.30433], [-0.51963, -3.59458, -1.54906]],
  "homo_energy_ev": -2.99,
  "gap_ev": 5.27,
  "total_energy_ha": -2232.73609,
  "molar_mass_g_mol": 548.9,
  "charge": -1
}


Q: charge of number 5 (C19H16N5O4PdS2)?
A: -1